[1]
Molecular formula: C14H22CrN5O3SSe3Te2
Method: DFT, ωB97M-V/def2-TZVPD

Properties
Maximum force = 0.071 hartree/bohr
Molecular weight = 884.51 g/mol
Charge = -2
Energy above the lowest of the compared OMol25 structures with the same formula, charge and spin = 493.9 kJ/mol
2S+1 = 4
Orbital gap (alpha / beta) = 3.6 / 3.3 eV

Structure (XYZ):
```
51
Properties=species:S:1:pos:R:3:forces:R:3:nbo_charge:R:1
Te -6.06193 -2.74576 -0.57864 1.136 1.453 -0.511 0.22
Te -1.57443 -3.32163 -3.89071 -0.277 0.105 -0.269 -0.97
Se -0.78524 3.78362 -1.04821 0.864 -0.106 0.222 -0.36
Se -5.13235 -1.33554 1.28232 0.498 0.676 -1.389 -0.17
Se -4.45029 -0.52616 -1.05457 -1.515 -2.141 1.879 -0.04
Cr 1.50117 2.75061 -0.67229 0.809 -0.631 -0.035 1.08
S 1.15367 -3.99606 2.69546 -0.577 0.327 -0.102 -0.40
O 2.92991 3.39579 2.96377 -0.078 -0.512 -1.654 -0.68
O 4.08535 -0.53802 -0.37576 -0.299 0.319 -0.333 -0.69
O 2.13985 3.82360 0.88362 -0.313 -0.187 0.603 -0.81
N 1.09781 -3.88684 0.08546 -0.607 -0.181 1.957 -0.60
N 3.18273 1.59289 -0.20361 -1.649 1.707 0.957 -0.74
N -0.87572 -3.11822 1.11745 0.317 0.589 1.792 -0.62
N 1.34420 1.06228 -2.06867 -2.458 1.687 0.050 -0.84
N -2.90831 6.39064 2.11086 -0.445 -0.920 1.100 -0.47
C 0.37894 -3.64364 1.21529 0.647 -0.271 -0.939 0.34
C -2.12587 6.93428 1.21589 -0.296 0.524 0.243 0.03
C -1.27723 4.91002 0.44176 0.330 -1.807 0.130 -0.09
C 3.70699 2.05362 1.09952 1.915 0.753 -1.208 -0.34
C -2.70438 -4.66431 0.94357 -1.190 -0.363 -0.785 -0.62
C 0.80225 -3.55856 -1.27938 0.192 0.028 -0.373 -0.25
C 2.51909 0.27045 -2.01494 1.675 -2.563 -1.953 -0.31
C 3.34779 0.38523 -0.74385 0.190 -0.080 0.917 0.64
C -1.28154 6.27429 0.38045 0.427 -0.049 -0.915 -0.30
C -2.76606 5.06165 2.30801 -0.067 0.974 -0.193 0.02
C 2.83621 3.13867 1.75034 0.232 0.777 0.496 0.77
C 2.11091 -3.40736 -2.05117 -1.443 -0.541 -0.114 -0.63
C -1.93341 -3.57158 0.22589 1.054 -1.561 -0.417 -0.23
C -1.90192 4.29857 1.54282 -1.088 -0.826 -0.466 -0.28
H 0.58940 0.60443 -1.56678 0.259 -0.333 1.239 0.39
H -1.46384 -4.03719 -0.65561 -0.354 0.549 0.172 0.23
H 0.79820 0.96488 -2.92243 0.994 0.536 -0.930 0.39
H -2.00941 -5.42615 1.31852 -0.291 -0.113 -0.424 0.21
H 2.82494 -2.80621 -1.53811 0.638 0.437 0.398 0.23
H -3.16226 -4.23621 1.81168 -0.432 0.303 0.746 0.19
H 4.72998 2.58758 0.95230 -1.443 -0.613 0.028 0.18
H -1.97519 3.19166 1.58866 0.365 0.896 0.109 0.22
H -2.53480 -2.74514 -0.08876 -0.422 0.467 -0.203 0.21
H 2.18039 -0.77647 -2.24517 1.022 0.624 0.506 0.21
H 3.97440 1.28672 1.78350 -0.223 -0.988 0.597 0.22
H 2.02725 -4.14007 0.38937 0.109 -0.138 -0.603 0.42
H -3.48112 4.67778 3.03445 0.446 -0.395 -0.024 0.18
H 1.83741 -2.97596 -2.99060 0.020 0.507 -0.715 0.23
H -3.57115 -5.06731 0.31595 1.401 0.251 0.687 0.21
H 3.29925 0.52862 -2.81340 -1.381 -0.069 0.667 0.20
H -1.19845 -2.89142 2.08118 0.214 -0.272 -1.168 0.40
H 0.20296 -2.65597 -1.32595 0.032 0.406 0.096 0.21
H -2.27492 7.96850 1.07580 0.015 1.336 -0.087 0.17
H -0.78150 6.81282 -0.40965 0.107 -0.037 -0.103 0.21
H 0.15030 -4.29198 -1.77589 0.387 -0.014 0.187 0.23
H 2.48000 -4.38541 -2.29976 0.552 -0.520 0.131 0.20
```
Positions in Å, forces in eV/Å.

[2]
Molecular formula: C33H68FN9O9
Method: DFT, ωB97M-V/def2-TZVPD

Properties
Maximum force = 0.086 hartree/bohr
Molecular weight = 753.96 g/mol
Energy above the lowest of the compared OMol25 structures with the same formula, charge and spin = 185.6 kJ/mol
Structure (SMILES) = Fc1ccccc1.CN(C)C=O.CN(C)C=O.CN(C)C=O.CN(C)C=O.CN(C)C=O.CN(C)C=O.CN(C)C=O.CN(C)C=O.CN(C)C=O
Orbital gap = 8.9 eV

Structure (XYZ):
```
120
Properties=species:S:1:pos:R:3:forces:R:3:lowdin_charge:R:1
F 15.49056 -16.91662 11.35538 -0.088 -0.383 1.355 0.07
O 10.93166 -11.84002 11.41830 2.431 -2.310 2.514 -0.10
O 11.72944 -19.39213 5.83591 -0.291 1.526 2.212 -0.04
O 10.92431 -13.27713 7.74886 -0.356 0.561 0.898 -0.02
O 13.94837 -19.18571 15.76832 1.276 0.050 0.624 -0.02
O 10.58728 -17.62666 10.21142 -1.333 -0.920 1.099 -0.04
O 7.62802 -12.46429 16.70314 0.551 -0.815 -2.392 -0.03
O 14.24958 -7.49116 13.00729 0.532 -1.083 -0.273 -0.01
O 9.36675 -16.13957 14.44538 0.445 -0.529 0.227 0.00
O 13.17829 -13.84828 16.46029 0.438 -0.795 0.911 -0.01
N 8.81608 -12.54577 7.48568 -0.713 1.423 -0.897 -0.19
N 11.91371 -17.14469 5.82382 -0.077 3.012 0.232 -0.16
N 7.82515 -11.74926 14.52286 -0.412 -0.821 -0.532 -0.17
N 11.84052 -13.89699 12.22960 -0.709 2.887 -3.292 -0.14
N 11.21957 -19.00020 11.87973 -0.173 -0.562 0.121 -0.17
N 10.22366 -17.68163 15.96941 -1.670 0.666 -1.262 -0.18
N 15.66001 -17.69264 15.61943 -0.745 0.260 -0.536 -0.18
N 14.47192 -14.77616 18.20923 -1.835 0.439 -1.567 -0.18
N 13.62026 -8.81125 11.31194 -0.230 -1.412 -1.004 -0.19
C 14.46126 -14.72174 8.68035 -0.615 -0.035 -0.032 -0.07
C 14.09774 -13.81572 17.27134 -0.416 -0.319 -0.218 -0.30
C 15.06864 -16.81533 14.63556 -0.219 0.434 -1.107 -0.05
C 12.64980 -19.05896 11.45698 -0.865 0.638 0.960 0.00
C 9.88042 -18.71841 16.92077 0.082 0.232 1.371 -0.06
C 11.82539 -15.77765 6.47476 -0.498 -1.717 0.960 -0.06
C 15.83990 -16.43903 7.77062 -0.601 0.142 0.805 -0.07
C 14.41251 -8.50175 12.31851 0.141 1.850 1.256 -0.35
C 7.62724 -11.95527 8.00374 -0.910 -0.555 0.790 -0.06
C 9.90492 -12.77712 8.22921 0.880 -1.058 -0.760 -0.30
C 12.08063 -16.96761 4.36679 0.138 -1.898 0.685 -0.05
C 11.60512 -17.32625 15.77089 0.169 -1.124 0.966 -0.05
C 10.77376 -19.83581 13.00597 1.667 -0.641 -0.400 -0.05
C 13.62667 -15.96526 18.40059 -0.704 0.973 -0.302 -0.03
C 8.76845 -12.82438 6.07301 0.927 -1.486 -0.491 -0.05
C 15.06783 -18.80295 16.12162 -1.183 0.358 -1.111 -0.31
C 16.99618 -17.31941 15.95371 1.020 -0.569 0.819 -0.07
C 11.75487 -18.32744 6.49546 1.209 -0.565 -3.250 -0.29
C 7.94418 -12.67795 15.51214 -0.475 1.400 1.715 -0.30
C 15.98259 -16.91058 9.06107 -0.453 -0.900 0.224 -0.01
C 11.64439 -12.51218 12.25441 -1.643 -0.574 -2.051 -0.24
C 11.13947 -14.67726 11.12477 0.477 -0.193 0.696 0.00
C 15.73305 -14.62472 18.84630 0.809 -0.871 0.153 -0.08
C 14.64727 -15.17751 9.99674 -0.821 0.846 -0.131 -0.01
C 7.12959 -10.49156 14.70736 0.196 1.089 -1.089 -0.06
C 9.24586 -17.04636 15.25405 -0.062 -0.130 0.811 -0.33
C 12.58899 -14.65118 13.20713 -2.053 -0.820 0.740 -0.06
C 8.30927 -12.09645 13.16293 0.034 0.053 0.142 -0.05
C 12.48437 -8.06273 10.94902 -1.786 0.682 -1.096 -0.06
C 14.97855 -15.37121 7.59020 0.624 0.146 -0.558 -0.11
C 10.28169 -18.34794 11.17797 1.710 0.905 -1.478 -0.32
C 15.34961 -16.32159 10.19151 1.407 -0.501 -3.230 -0.31
C 13.82386 -10.02484 10.55291 1.023 -0.690 -0.171 -0.06
H 10.20321 -18.39508 17.91039 0.331 0.129 0.188 0.08
H 12.97810 -20.00148 11.01885 -0.397 -0.238 0.184 0.09
H 13.03031 -14.08159 14.02500 0.004 0.226 -0.347 0.08
H 15.71643 -16.70134 13.76638 0.373 -0.324 -0.005 0.08
H 12.48043 -6.99698 11.17760 0.512 -0.242 0.283 0.10
H 15.68674 -19.32658 16.86659 -0.049 -0.007 -0.001 0.14
H 8.81590 -18.86768 17.10129 -0.156 0.241 -0.772 0.09
H 6.26799 -10.38799 14.04781 -0.397 -0.613 0.000 0.08
H 14.69273 -15.07496 6.59173 0.158 0.256 -0.025 0.10
H 12.10194 -12.03491 13.13479 0.074 -0.028 -0.202 0.14
H 7.70196 -11.74073 9.06979 0.129 -0.165 0.030 0.09
H 12.34604 -8.17396 9.87358 0.246 0.269 -0.254 0.09
H 10.52375 -20.83509 12.64952 -0.433 -0.046 0.026 0.09
H 8.79607 -12.00377 5.35612 0.485 0.501 0.513 0.10
H 12.71127 -15.75856 17.84615 0.159 -0.092 -0.282 0.07
H 13.22407 -15.46035 12.84656 0.398 0.555 -0.624 0.07
H 14.12344 -17.11955 14.18593 -0.066 -0.349 0.718 0.07
H 7.63458 -11.95600 12.31844 -0.798 0.513 0.442 0.08
H 9.74564 -12.58131 9.30089 0.290 0.255 -0.070 0.11
H 15.24631 -9.21371 12.41896 0.065 0.087 0.328 0.13
H 17.29330 -16.32903 15.60882 -0.554 0.064 0.121 0.09
H 10.00826 -19.43698 13.67159 -0.025 0.335 -0.467 0.08
H 12.21843 -17.96996 3.96135 0.093 0.018 -0.128 0.08
H 12.02824 -18.06060 15.08547 0.398 0.527 -0.243 0.06
H 7.91681 -13.40462 5.71787 -0.551 -0.057 0.794 0.09
H 14.12813 -14.69499 10.81165 0.068 0.138 0.105 0.09
H 12.60793 -15.07281 6.19381 -0.235 -0.269 -0.606 0.07
H 9.28881 -18.56437 11.60171 -0.250 0.547 -0.419 0.14
H 14.02738 -16.91413 18.04394 0.357 0.140 0.022 0.08
H 16.29746 -16.98446 6.95849 -0.084 0.030 -0.091 0.11
H 14.69630 -12.89184 17.25201 0.511 -0.295 0.541 0.14
H 8.40526 -13.59102 15.10480 -0.065 -0.193 0.504 0.12
H 11.21774 -16.55240 3.84608 -0.054 0.346 0.342 0.09
H 10.32805 -19.70623 16.81153 0.213 0.096 -0.762 0.09
H 7.75766 -9.70329 14.29232 0.406 0.209 0.301 0.08
H 11.78636 -16.27639 15.54062 -0.317 -0.187 -0.231 0.08
H 11.85465 -18.15854 7.57884 -0.530 -0.541 0.037 0.13
H 14.34691 -9.86366 9.61028 -0.123 0.432 -0.248 0.09
H 6.80720 -10.17021 15.69776 0.455 -0.842 0.140 0.09
H 16.35810 -17.92303 9.04309 0.597 -0.020 0.996 0.11
H 10.37918 -14.12262 10.57484 0.117 0.332 0.736 0.06
H 13.16141 -18.86707 12.40014 0.629 -0.128 -0.242 0.07
H 12.88623 -18.27603 10.73640 -0.356 0.075 0.189 0.07
H 6.88850 -12.74012 7.84130 -0.708 0.358 0.303 0.09
H 17.07875 -17.37186 17.03932 0.491 0.136 0.051 0.08
H 13.25198 -16.05036 19.42062 0.586 -0.037 0.293 0.09
H 12.93334 -10.60910 10.32109 -0.267 0.323 0.413 0.07
H 8.50022 -13.16602 13.07527 0.364 -0.019 0.507 0.08
H 11.54967 -8.49181 11.31003 0.002 -0.116 0.598 0.09
H 10.70797 -15.59108 11.53324 -0.187 0.277 0.374 0.06
H 17.72139 -17.99480 15.49984 0.133 -0.155 0.062 0.09
H 13.78009 -13.92381 8.42397 -0.132 0.308 0.597 0.10
H 8.26380 -17.42178 15.58091 -0.228 0.026 -0.282 0.13
H 12.03267 -17.55823 16.74633 0.583 0.179 -0.161 0.07
H 11.67899 -19.99851 13.59095 -0.095 0.056 0.416 0.08
H 10.82141 -15.36797 6.36388 0.211 0.159 -0.491 0.07
H 9.20071 -11.54117 12.87122 0.047 -0.039 0.347 0.06
H 14.51353 -10.66265 11.10578 -0.147 -0.171 0.164 0.08
H 11.71526 -15.17988 13.58814 0.439 -0.694 1.185 0.07
H 15.82909 -15.34029 19.66289 -0.482 0.607 0.663 0.09
H 16.53503 -15.02193 18.22407 0.333 0.550 -0.511 0.07
H 15.88142 -13.57707 19.10805 0.344 -0.274 0.282 0.09
H 14.99276 -15.79251 15.00457 -0.346 -0.019 0.420 0.09
H 12.99394 -16.39889 4.19211 -0.186 0.199 -0.077 0.08
H 9.60158 -13.51692 5.95317 0.251 0.386 -0.677 0.07
H 7.27819 -11.03801 7.52950 0.378 0.015 -0.366 0.09
H 11.93058 -15.85151 7.55715 0.056 -0.369 0.104 0.07
H 11.77823 -15.06809 10.33272 0.680 0.330 0.209 0.07
```
Positions in Å, forces in eV/Å.